The following is a DFT calculation (wB97M-V/def2-TZVPD) of a structure of composition C17H37BDyNO4P2 in a non-equilibrium geometry.

The geometry in XYZ format:
```
63
Properties=species:S:1:pos:R:3:lowdin_charge:R:1
C -0.0531 -1.2944 -4.2046 -0.078
C 0.3845 -0.7901 -2.9847 -0.383
N -0.5181 -0.3808 -2.0370 -0.124
C -1.8354 -0.6976 -2.1926 -0.373
C -2.3073 -1.2240 -3.3893 -0.088
C -1.4154 -1.4916 -4.4281 -0.138
C 1.8518 -0.6175 -2.6661 -0.340
P 2.3050 -0.9410 -0.8982 0.796
Dy 0.4041 1.1612 -0.4122 1.019
P -2.3598 0.7777 0.2416 0.791
C -2.8210 -0.4696 -1.0440 -0.298
O 2.5804 1.9249 -2.9703 -0.174
O 2.1086 2.4298 -0.5880 -0.484
H 0.6947 -1.5373 -4.9626 0.105
H -3.3753 -1.4067 -3.4912 0.100
H -1.7766 -1.8601 -5.3829 0.081
C 2.5014 -2.7489 -0.8559 -0.281
C 4.0535 -0.4355 -0.8990 -0.271
H -3.7861 -0.1474 -1.4689 0.084
H -2.9899 -1.4182 -0.4999 0.085
H 2.2106 0.4988 -2.9249 0.042
H 2.4557 -1.3117 -3.2637 0.088
C -3.1913 0.1051 1.7094 -0.266
C -3.4792 2.1590 -0.2299 -0.307
H -0.6081 3.0115 -1.4210 0.060
H 2.6941 3.0418 -0.1117 0.025
H 2.4408 2.2851 -1.9589 -0.012
H 1.9135 2.3223 -3.5618 0.060
H 0.5114 0.0305 1.3612 -0.013
H -1.2084 2.9282 -0.9485 0.023
H 3.3710 -3.0499 -1.4547 0.040
H 2.6702 -3.0529 0.1840 0.034
H 1.6097 -3.2640 -1.2277 0.045
H 4.6490 -1.1736 -1.4457 0.041
H 4.1916 0.5570 -1.3352 0.035
H 4.3830 -0.4063 0.1441 0.039
H -4.5245 1.8224 -0.2765 0.047
H -3.3754 2.9610 0.5141 0.045
H -3.1795 2.5665 -1.2041 0.027
H -4.2382 0.4422 1.7547 0.048
H -3.1632 -0.9927 1.6891 0.047
H -2.6484 0.4465 2.6021 0.021
C 2.2191 1.9037 4.8803 -0.014
C 1.7780 0.4956 4.4841 -0.483
C 2.6661 -0.4943 5.2081 -0.009
O 1.9942 0.3441 3.0791 0.103
B 0.7273 0.4399 2.5196 -0.522
O -0.3176 0.7086 3.3997 0.066
C 0.2133 0.2911 4.6686 -0.476
C -0.1692 -1.1782 4.9068 -0.008
C -0.4540 1.1280 5.7384 -0.011
H 1.5944 2.6816 4.4162 0.100
H 3.2561 2.0566 4.5547 0.099
H 2.1855 2.0275 5.9702 0.095
H 3.7119 -0.2781 4.9702 0.098
H 2.5369 -0.3933 6.2911 0.099
H 2.4585 -1.5291 4.9186 0.089
H 0.1473 -1.4961 5.9100 0.095
H -1.2622 -1.2889 4.8530 0.097
H 0.2745 -1.8632 4.1679 0.101
H -0.2339 2.1921 5.6133 0.085
H -1.5408 0.9893 5.6915 0.098
H -0.1111 0.8155 6.7324 0.100
```

Values from the calculation:
- ⟨S²⟩: 9.783
- Gap between HOMO and LUMO (alpha / beta): 3.611 / 5.684 eV
- Spin multiplicity: 6
- ΔE to the lowest compared entry with this formula, charge and spin: 0.0 kJ/mol
- LUMO level (alpha / beta): 0.1 / 0.3 eV
- E_tot: -71246.6389 eV
- HOMO (alpha / beta): -0.1301 / -0.1978 hartree